This record from the OMol25 dataset describes an isolated molecule of C3H7N3O2 at a distorted geometry. The level of theory is ωB97M-V/def2-TZVPD.

Values from the calculation:
* lowest unoccupied orbital energy: 0.7 eV
* spin multiplicity: 1
* HOMO level: -0.3221 Eh
* HOMO-LUMO gap: 0.3494 Eh
* structure (SMILES): O/N=C1/NNCCO1
* relative energy (zero: lowest compared OMol25 entry of this formula, charge and spin): 202.8 kcal per mole

CARTESIAN COORDINATES (ANGSTROEM)
O: -0.87343 -0.63775 0.61125
H: -2.51733 0.64361 0.47904
H: 1.97514 -2.98996 1.91877
H: 1.91671 -0.28111 -1.23414
H: -1.06844 1.22606 1.36251
N: 1.23826 -1.55894 0.75135
N: 0.74706 -0.46834 -1.11868
C: -0.79243 1.24791 -1.12577
H: -1.27074 0.81925 -1.96566
N: 0.50055 1.07343 -0.97280
O: 1.05374 -2.36454 1.96291
H: 1.07685 1.25831 0.06428
H: -1.06038 2.20891 -1.37883
C: -1.35618 0.65962 0.41168
C: 0.43063 -0.83645 0.23407

Force components x, y, z for each atom (eV/Å):
0.92 -0.58 -0.38
1.89 -0.40 -0.28
-3.91 2.84 0.05
-4.16 -1.88 0.60
0.14 0.15 -1.73
4.79 -4.51 3.42
3.96 4.28 0.70
-4.75 -0.55 5.15
0.03 -1.91 -0.64
8.26 -2.06 0.92
3.02 -0.80 -1.64
-2.91 0.14 -3.65
-0.53 2.97 0.67
-3.08 2.00 -0.98
-3.67 0.31 -2.22

This record from the OMol25 dataset describes a structure of composition C44H60IrN4O2. The level of theory is ωB97M-V/def2-TZVPD.

Values from the calculation:
* lowest unoccupied orbital energy: -4.9 eV
* spin multiplicity: 1
* net charge: +1
* HOMO level: -0.3486 Eh
* HOMO-LUMO gap: 0.1674 Eh
* relative energy (zero: lowest compared OMol25 entry of this formula, charge and spin): 0.0 kcal per mole

CARTESIAN COORDINATES (ANGSTROEM)
C: -0.49153 0.88560 2.77134
H: 4.13638 4.27140 1.95171
C: -1.05669 4.34154 -1.97068
C: -1.62054 4.64664 0.46715
H: -6.17913 1.63532 0.01598
H: 1.37329 -5.33827 0.18513
H: -2.20553 -5.81009 -2.70095
O: 2.29337 -1.00018 0.63690
H: -4.16476 4.59505 -0.48290
C: 1.69632 -0.02261 3.18308
C: -0.67495 -2.79398 -0.52611
C: 1.51716 2.32300 2.81108
H: 1.80155 0.63332 -3.62097
H: 2.63252 2.51591 -3.79008
H: -3.79790 4.30870 -2.19623
C: 0.15843 -1.73152 -0.09194
H: -2.96476 -4.32532 -0.08155
C: 2.51462 2.86614 1.97886
H: -0.99310 5.42204 -2.11024
C: -0.45726 -6.58471 -0.81985
C: 2.86071 3.07401 -0.42698
C: 3.12675 4.39904 -2.91365
H: 0.44492 -6.61886 -1.43408
H: -2.13499 -5.41707 1.03294
H: 2.61415 -5.69192 1.84575
C: -5.08306 -0.12488 -0.67566
H: -0.86300 -0.06878 2.40158
C: 4.04476 -4.49687 -0.18060
H: -4.33263 2.50109 -1.03132
H: -4.41552 -1.86985 -1.80795
H: 0.45929 1.28590 -2.65463
H: -0.19192 -6.84629 0.20637
C: -6.17888 0.93274 -0.81987
C: 3.16638 4.43930 -0.49879
C: 2.63571 2.42101 -1.64813
C: 3.32890 -3.79734 0.98610
H: 4.15845 -3.81975 -1.02978
C: -5.15885 -1.07338 -1.88149
H: 3.52384 6.13882 -1.72902
H: 0.42414 2.48743 4.65423
H: 3.24173 4.90018 -3.86395
H: -6.08563 1.49675 -1.74974
H: 4.17090 0.48360 -0.89492
C: -2.40320 -5.25953 -0.01324
O: 0.01955 2.24139 -0.18772
H: 3.80524 -2.12917 2.32323
N: 0.93868 1.01243 2.41289
H: -1.54137 5.72976 0.35874
H: -0.70095 -4.93784 -3.01656
H: -6.14519 -1.53755 -1.93312
C: -5.34875 -0.91838 0.61199
H: 3.50220 -5.37946 -0.52235
C: -2.25973 2.52385 -0.70709
N: 2.24373 0.99829 -1.56759
C: -2.60428 -0.29863 -0.38637
H: 5.17325 -3.13204 1.83593
H: 4.49079 -1.96019 0.70832
H: 3.27669 5.02060 0.40163
C: 1.51359 -1.98850 0.36495
H: 2.74591 0.02614 2.90694
N: 2.68752 2.30747 0.71858
C: -1.57205 -4.98942 -2.36116
C: -1.29573 0.25815 -0.31418
C: 3.47594 0.17007 -1.67075
C: -0.24893 -4.08228 -0.43471
C: -3.40282 4.70347 -1.25768
H: -1.62065 -2.57948 -0.99431
C: 2.79015 3.05570 -2.86598
Ir: 1.36216 0.81850 0.33192
N: -0.13962 -0.41205 -0.10582
H: -7.15111 0.43990 -0.83724
C: -3.68289 0.49124 -0.62083
H: -2.75226 -1.34660 -0.18741
H: 3.22591 -0.87785 -1.53400
H: -3.06364 -6.07136 -0.32247
C: 1.30976 0.60747 -2.64903
H: 1.65236 4.46312 5.42601
H: 1.58455 0.18387 4.24797
C: 2.96746 4.48331 3.72537
C: 4.24436 -2.67627 1.48927
H: -5.22824 -0.28679 1.49387
H: -3.22982 5.77063 -1.39679
H: -1.37020 3.90237 -2.92111
H: 0.97609 -0.41267 -2.46247
H: -0.06040 3.97875 -1.72426
C: -1.13189 1.70246 -0.38676
C: -3.46749 1.89433 -0.81500
H: -1.05711 1.70365 2.32801
C: 3.27795 3.91537 2.50131
C: 1.90791 4.00687 4.48023
H: -2.34740 4.44299 1.25724
H: -6.36959 -1.30307 0.60637
H: -4.98616 -0.53512 -2.81513
C: -1.15204 -5.22458 -0.90393
C: 1.94118 -3.34528 0.49823
C: 1.04690 -4.31129 0.10853
H: -4.67904 -1.77429 0.71138
H: 3.56822 5.30456 4.09349
C: 1.20529 2.89915 4.03025
H: -1.13447 -7.35655 -1.18611
H: 3.92459 0.32676 -2.65293
H: -0.62184 0.90146 3.85217
H: 2.60147 -4.33074 2.97108
H: 1.30139 -1.01081 2.95376
H: 5.03993 -4.81687 0.13245
C: 3.14862 -4.79056 2.14578
C: -2.08326 4.03474 -0.86617
H: 4.12612 -5.09899 2.51893
C: 3.29343 5.08147 -1.71893
H: -2.14228 -4.06669 -2.48093
H: -0.64810 4.26776 0.77712

Force components x, y, z for each atom (eV/Å):
-0.04 0.08 -0.11
-0.01 -0.03 0.04
-0.01 -0.02 0.00
0.00 0.01 0.01
0.00 0.00 0.00
0.00 -0.01 0.01
0.00 0.00 0.00
0.10 0.10 0.16
0.00 -0.01 0.00
-0.10 0.03 -0.01
0.00 -0.04 -0.03
0.12 -0.04 -0.13
0.00 0.00 0.01
0.00 0.02 0.00
0.00 0.01 0.00
0.02 0.03 -0.04
-0.01 0.00 0.00
-0.19 -0.01 0.05
0.00 0.00 0.00
0.00 0.00 0.01
0.00 0.11 -0.04
0.02 0.01 0.03
0.00 0.00 0.00
0.00 0.00 0.00
-0.01 0.00 0.00
0.00 0.00 -0.01
0.01 0.02 0.00
0.00 0.00 0.01
0.00 0.01 -0.01
0.00 -0.01 0.00
0.00 0.01 0.00
0.00 0.00 0.00
0.00 0.00 -0.01
0.01 0.06 0.05
0.00 0.00 -0.10
-0.01 0.00 0.00
0.01 0.01 0.00
-0.01 0.01 0.00
0.00 0.00 0.00
-0.01 -0.02 0.00
-0.01 0.00 0.00
0.00 0.00 0.00
-0.02 -0.03 0.02
0.01 0.00 -0.01
-0.04 -0.04 0.15
0.01 -0.02 0.00
0.11 0.07 0.01
0.00 0.00 0.00
0.00 0.00 0.00
0.00 0.00 0.00
0.00 0.00 0.00
-0.01 0.00 0.00
0.01 -0.01 0.00
-0.14 -0.05 -0.13
0.03 -0.02 -0.03
0.00 -0.01 0.01
0.01 0.00 0.01
-0.02 0.00 -0.08
0.05 0.03 -0.05
-0.01 0.00 0.00
0.19 -0.23 0.14
0.00 0.01 -0.01
-0.11 0.07 -0.01
0.05 0.03 -0.02
-0.03 0.01 -0.01
0.00 0.00 0.00
-0.01 0.04 0.01
-0.02 -0.04 -0.02
-0.11 -0.03 -0.01
0.01 0.08 0.18
0.00 0.00 0.01
-0.03 0.05 -0.01
0.04 -0.02 0.01
0.02 -0.02 -0.06
0.00 0.00 0.00
0.01 -0.03 0.02
0.00 -0.01 0.00
0.00 -0.02 0.01
0.04 0.00 -0.04
0.02 0.01 0.00
-0.01 0.00 0.00
0.00 0.00 0.01
0.00 0.00 0.00
0.02 0.00 -0.03
0.00 0.00 0.00
-0.03 -0.05 -0.09
0.00 -0.03 0.00
0.02 -0.01 0.00
0.01 0.04 0.08
-0.05 -0.04 0.00
0.00 0.00 0.00
0.00 -0.01 -0.01
0.00 0.00 0.00
0.00 -0.01 0.02
-0.03 -0.07 0.00
0.06 0.03 0.00
0.02 0.01 0.01
0.00 0.00 0.00
0.04 -0.01 0.05
0.00 0.00 0.00
0.01 0.02 0.01
0.00 0.02 0.02
0.01 0.01 0.00
0.00 0.01 -0.01
0.00 -0.01 0.00
0.00 0.01 -0.01
-0.01 0.00 0.01
0.00 -0.01 -0.01
0.00 -0.01 -0.04
0.01 0.00 0.01
0.00 0.01 -0.01

Q: Among the records above, which one has the lowest HOMO level?
A: C44H60IrN4O2

Q: Look up the HOMO level of the second one.
A: -0.3486 Eh

Copy entry 1 word for word.
This record from the OMol25 dataset describes an isolated molecule of C3H7N3O2 at a distorted geometry. The level of theory is ωB97M-V/def2-TZVPD.

Values from the calculation:
* lowest unoccupied orbital energy: 0.7 eV
* spin multiplicity: 1
* HOMO level: -0.3221 Eh
* HOMO-LUMO gap: 0.3494 Eh
* structure (SMILES): O/N=C1/NNCCO1
* relative energy (zero: lowest compared OMol25 entry of this formula, charge and spin): 202.8 kcal per mole

CARTESIAN COORDINATES (ANGSTROEM)
O: -0.87343 -0.63775 0.61125
H: -2.51733 0.64361 0.47904
H: 1.97514 -2.98996 1.91877
H: 1.91671 -0.28111 -1.23414
H: -1.06844 1.22606 1.36251
N: 1.23826 -1.55894 0.75135
N: 0.74706 -0.46834 -1.11868
C: -0.79243 1.24791 -1.12577
H: -1.27074 0.81925 -1.96566
N: 0.50055 1.07343 -0.97280
O: 1.05374 -2.36454 1.96291
H: 1.07685 1.25831 0.06428
H: -1.06038 2.20891 -1.37883
C: -1.35618 0.65962 0.41168
C: 0.43063 -0.83645 0.23407

Force components x, y, z for each atom (eV/Å):
0.92 -0.58 -0.38
1.89 -0.40 -0.28
-3.91 2.84 0.05
-4.16 -1.88 0.60
0.14 0.15 -1.73
4.79 -4.51 3.42
3.96 4.28 0.70
-4.75 -0.55 5.15
0.03 -1.91 -0.64
8.26 -2.06 0.92
3.02 -0.80 -1.64
-2.91 0.14 -3.65
-0.53 2.97 0.67
-3.08 2.00 -0.98
-3.67 0.31 -2.22